Entry one
Below is a single C4H7N3S molecule, with properties calculated with wB97M-V/def2-TZVPD.

XYZ file:
```
15
Properties=species:S:1:pos:R:3:lowdin_charge:R:1
C 1.7188 0.9850 -0.5220 -0.36
C -0.5070 1.6999 0.2237 -0.13
C -1.2124 -0.7124 -0.3779 -0.21
C -2.3235 -1.7619 0.0718 -0.03
H 4.0136 -1.0395 1.3727 -0.05
H 2.3802 1.4822 -1.2226 0.10
H -0.8388 2.6788 0.8787 0.17
H -2.4599 0.8091 -0.1132 0.18
H -0.0933 -1.1338 -0.6117 0.13
H -3.5042 -1.7648 0.2919 0.06
H -1.9872 -2.8475 -0.1052 0.01
N 1.9062 -0.0809 0.3049 -0.37
N 0.7916 1.8549 -0.0035 0.02
N -1.3852 0.5899 -0.1098 -0.06
S 3.5010 -0.7590 -0.0779 0.54
```

* E_HOMO: -7.94 eV
* SMILES: C=CN/C=N\C=N\S
* HOMO-LUMO gap: 7.961 eV
* LUMO: 0.0 eV

=====

Entry two
Below is a single C4H7N3S molecule, with properties calculated with wB97M-V/def2-TZVPD.

XYZ file:
```
15
Properties=species:S:1:pos:R:3:lowdin_charge:R:1
C 0.3241 1.6586 0.2381 -0.12
C 1.0104 0.5877 -0.0193 -0.02
C -1.6018 0.2273 -0.0321 -0.93
C 2.2450 -0.2266 0.0154 -0.10
N -1.1011 1.5449 0.0569 0.00
N -0.7704 -0.7556 0.1969 -0.11
N -0.9014 -1.9815 -0.3394 0.01
S -3.2093 -0.1694 -0.0321 0.56
H 0.5573 2.7845 0.1263 0.16
H 2.1455 -0.9203 -0.8851 0.10
H 2.5484 -0.8674 0.9978 0.14
H 3.0069 0.4513 -0.1636 0.04
H -1.7393 2.3133 0.2094 0.12
H -1.9231 -2.0414 -0.7553 0.08
H -0.5912 -2.6053 0.3860 0.08
```

* E_HOMO (alpha / beta): -7.51 / -7.51 eV
* HOMO-LUMO gap (alpha / beta): 7.212 / 7.203 eV
* LUMO (alpha / beta): -0.3 / -0.3 eV

=====

Which is most stable? The ranking, best first, is entry two, entry one.

=====

Entry one
Below is 2 unconnected molecules or ions with the total composition C3H9NO2S, with properties calculated with wB97M-V/def2-TZVPD.

XYZ file:
```
16
Properties=species:S:1:pos:R:3:lowdin_charge:R:1
O 1.3632 -1.7381 -0.8355 -0.01
C 1.1696 -0.5338 -0.7445 -0.35
N 1.2555 0.1017 0.4497 0.03
C 0.7503 1.4625 0.6233 -0.26
C -0.7521 1.4826 0.9231 -0.54
S -1.8227 1.0082 -0.4671 0.73
H 0.8269 0.1521 -1.5276 0.13
H 1.2433 -0.4480 1.2966 0.15
H 0.9352 2.0753 -0.2403 0.11
H 1.3301 1.8690 1.4547 0.12
H -1.0174 2.4694 1.2941 0.07
H -0.9656 0.7626 1.7130 0.07
H -1.7372 -0.3125 -0.2663 -0.15
H -1.1247 -3.4957 -1.4028 0.04
H -0.2551 -2.3001 -1.0938 -0.02
O -1.1994 -2.5552 -1.1765 -0.10
```

* E_HOMO: -9.33 eV
* SMILES: O=CNCCS.O
* HOMO-LUMO gap: 10.022 eV
* LUMO: 0.7 eV

=====

Entry two
Below is 2 unconnected molecules or ions with the total composition C3H9NO2S, with properties calculated with wB97M-V/def2-TZVPD.

XYZ file:
```
16
Properties=species:S:1:pos:R:3:lowdin_charge:R:1
O -2.3673 -0.9148 -0.6239 0.02
C -1.3158 -0.7844 -1.2114 -0.37
N -0.2653 -0.0321 -0.7911 0.00
C 1.1250 -0.3155 -1.0472 -0.29
C 2.0429 0.1118 0.0714 -0.55
S 1.5399 -0.4836 1.7060 0.70
H -1.1359 -1.3960 -2.1068 0.13
H -0.5222 0.3294 0.1145 0.09
H 1.2314 -1.3791 -1.2929 0.12
H 1.4272 0.1975 -1.9743 0.12
H 3.0566 -0.2055 -0.1626 0.07
H 2.0514 1.2008 0.1423 0.08
H 1.0500 0.6701 2.2677 -0.12
H -2.6721 2.9674 -0.2209 0.03
H -2.6600 1.5512 -0.1422 0.03
O -2.0468 2.2879 0.0278 -0.06
```

* E_HOMO: -9.47 eV
* SMILES: O=CNCCS.O
* HOMO-LUMO gap: 10.184 eV
* LUMO: 0.7 eV

=====

Which is most stable? The ranking, best first, is entry one, entry two.

=====

Entry one
Below is 14 unconnected molecules or ions with the total composition C14H56N28O14, with properties calculated with wB97M-V/def2-TZVPD.

XYZ file:
```
112
Properties=species:S:1:pos:R:3:lowdin_charge:R:1
C -4.2947 -11.7814 -29.7997 -0.75
O -3.5584 -11.3710 -30.6809 0.03
N -5.1168 -11.0070 -29.1514 0.14
N -4.4700 -13.0502 -29.3543 0.14
H -5.4793 -11.2329 -28.2362 0.11
H -5.4678 -10.2521 -29.7234 0.12
H -5.3255 -13.1408 -28.8252 0.10
H -3.8750 -13.7923 -29.6939 0.11
C -7.9055 -1.2611 -24.0362 -0.82
O -7.3790 -2.2977 -23.6476 0.01
N -9.1065 -0.9674 -23.9236 0.18
N -7.1691 -0.3273 -24.6348 0.15
H -9.6013 -1.4392 -23.1802 0.14
H -9.4577 -0.0827 -24.2611 0.12
H -7.7305 0.3823 -25.0836 0.10
H -6.1672 -0.3890 -24.7464 0.12
C -10.1029 -13.8672 -29.9082 -0.80
O -9.2469 -14.0211 -29.0126 -0.01
N -10.4069 -14.7639 -30.7393 0.16
N -10.8525 -12.8098 -30.0936 0.16
H -11.2037 -14.4982 -31.3002 0.12
H -9.9478 -15.6608 -30.6703 0.14
H -10.9971 -12.7593 -31.0919 0.11
H -10.8607 -12.0216 -29.4621 0.13
C -13.6292 -15.2858 -19.3282 -0.80
O -12.5226 -14.9244 -19.5679 0.06
N -14.6968 -14.6552 -19.7509 0.15
N -13.9659 -16.2738 -18.5059 0.15
H -14.5062 -13.7547 -20.1667 0.12
H -15.5791 -15.0557 -19.4659 0.10
H -13.2156 -16.7716 -18.0483 0.11
H -14.9198 -16.5803 -18.3788 0.10
C -14.6589 -4.7381 -27.2114 -0.79
O -14.8237 -3.5952 -26.8044 0.03
N -13.5689 -5.4480 -27.3390 0.16
N -15.6342 -5.4259 -27.7204 0.14
H -13.5168 -6.4566 -27.3538 0.12
H -12.7157 -5.0263 -27.0009 0.12
H -15.4202 -6.0198 -28.5088 0.11
H -16.4615 -4.8706 -27.8854 0.12
C -3.3140 -9.3830 -21.3163 -0.74
O -3.7160 -8.1910 -21.3353 -0.03
N -3.9619 -10.4055 -21.7786 0.17
N -2.1697 -9.7210 -20.7197 0.14
H -4.7965 -10.0937 -22.2543 0.13
H -3.5741 -11.3374 -21.7428 0.12
H -1.8255 -10.6677 -20.7922 0.10
H -1.6472 -9.0040 -20.2370 0.11
C -4.1985 -4.6133 -28.1805 -0.75
O -4.1063 -5.0209 -29.3566 -0.01
N -4.9638 -5.2347 -27.2607 0.16
N -3.3422 -3.7821 -27.7419 0.16
H -5.4696 -6.0912 -27.4358 0.11
H -4.8868 -4.9521 -26.2941 0.10
H -2.7495 -3.2372 -28.3517 0.12
H -3.1946 -3.4850 -26.7879 0.11
C -7.1799 -4.3117 -17.8058 -0.82
O -7.6862 -3.8831 -16.7722 0.01
N -7.0052 -5.5703 -17.9284 0.16
N -6.6840 -3.5855 -18.7717 0.17
H -7.5672 -6.0758 -17.2586 0.13
H -6.3718 -5.9445 -18.6204 0.12
H -6.5233 -3.9449 -19.7018 0.12
H -6.7156 -2.6135 -18.4990 0.12
C -16.6250 -8.2557 -21.7051 -0.83
O -15.7579 -8.8831 -21.1181 0.03
N -17.8460 -8.6518 -21.7766 0.15
N -16.4771 -7.1690 -22.3541 0.17
H -18.6220 -8.0961 -22.1070 0.11
H -18.0875 -9.5115 -21.3046 0.12
H -17.0952 -6.9920 -23.1330 0.12
H -15.5587 -6.7492 -22.3341 0.13
C -10.1009 -9.2130 -24.0532 -0.72
O -9.2992 -9.5922 -24.9523 -0.04
N -10.9736 -10.1135 -23.6601 0.15
N -10.0379 -8.0445 -23.4191 0.16
H -11.5101 -10.0256 -22.8089 0.11
H -11.2074 -10.9160 -24.2270 0.12
H -10.4276 -7.8805 -22.5019 0.11
H -9.2735 -7.4311 -23.6631 0.11
C -6.7233 -15.5874 -23.0240 -0.89
O -6.2600 -15.6373 -21.9054 0.04
N -7.9444 -15.3299 -23.2363 0.18
N -6.0623 -15.3156 -24.0172 0.17
H -8.7236 -15.2029 -22.6064 0.14
H -8.1520 -15.4033 -24.2220 0.11
H -6.5088 -15.2353 -24.9196 0.12
H -5.1244 -15.6852 -24.0793 0.14
C -13.7129 -2.3093 -19.9417 -0.81
O -13.1760 -3.3863 -20.0810 0.04
N -14.4094 -1.7511 -20.8768 0.15
N -13.4859 -1.4267 -19.0290 0.16
H -14.5488 -0.7565 -20.7704 0.10
H -14.6045 -2.2326 -21.7430 0.12
H -12.8072 -1.6054 -18.3027 0.13
H -13.7348 -0.4659 -19.2161 0.11
C -15.9458 -11.1945 -28.3038 -0.81
O -16.0438 -10.3754 -29.1542 0.05
N -15.7969 -10.9843 -26.9903 0.16
N -15.8729 -12.4566 -28.6487 0.15
H -15.8161 -11.8172 -26.4194 0.10
H -15.7825 -10.0609 -26.5814 0.11
H -15.7245 -12.5044 -29.6466 0.12
H -15.4546 -12.9355 -27.8640 0.10
C -13.9073 -17.4625 -25.0941 -0.76
O -14.0007 -16.2212 -25.0394 -0.01
N -13.0684 -17.9754 -25.9560 0.15
N -14.4258 -18.3364 -24.2849 0.16
H -12.9186 -18.9699 -25.8622 0.11
H -12.5465 -17.3088 -26.5067 0.12
H -15.0491 -18.0292 -23.5520 0.12
H -14.3382 -19.3426 -24.2955 0.11
```

* E_HOMO: -9.09 eV
* HOMO-LUMO gap: 8.994 eV
* LUMO: -0.1 eV

=====

Entry two
Below is 14 unconnected molecules or ions with the total composition C14H56N28O14, with properties calculated with wB97M-V/def2-TZVPD.

XYZ file:
```
112
Properties=species:S:1:pos:R:3:lowdin_charge:R:1
C -1.7585 0.0287 4.4186 -0.70
O -0.9644 -0.1391 5.3378 0.02
N -2.9061 -0.6751 4.1647 0.16
N -1.4908 0.9584 3.4798 0.17
H -3.2105 -1.1306 5.0106 0.11
H -3.5394 -0.2896 3.4953 0.04
H -0.7059 1.5923 3.4758 0.08
H -2.1631 1.1346 2.7234 0.04
C 4.4727 0.4535 -2.1726 -0.67
O 4.6459 0.6334 -0.9854 0.04
N 5.4262 -0.1267 -3.0224 0.13
N 3.2788 0.5173 -2.8630 0.15
H 4.9991 -0.7082 -3.7202 0.07
H 6.2433 -0.4734 -2.5447 0.10
H 2.4478 0.7400 -2.3352 0.07
H 3.2857 0.7901 -3.8323 0.07
C 2.2787 -1.7209 2.9579 -0.65
O 1.6961 -1.0682 3.8118 0.03
N 2.8073 -1.1256 1.8532 0.18
N 2.5924 -3.0661 3.0322 0.17
H 2.6093 -0.1453 1.7240 0.08
H 3.3373 -1.5476 1.1124 0.08
H 2.3569 -3.5997 3.8429 0.09
H 3.0377 -3.4458 2.2154 0.07
C 0.9230 4.9719 1.7919 -0.67
O 0.4402 4.6096 2.8641 0.00
N 1.2119 4.0993 0.7872 0.17
N 1.1021 6.2960 1.5124 0.15
H 1.1825 3.1251 1.0646 0.04
H 1.6094 4.5277 -0.0270 0.10
H 0.8237 6.9431 2.2266 0.10
H 1.4293 6.6733 0.6434 0.09
C 1.6727 2.1448 4.8426 -0.68
O 1.4343 1.3743 5.7654 0.02
N 1.4663 1.8984 3.5195 0.15
N 2.1001 3.4123 5.1082 0.14
H 1.7290 2.4126 2.7096 0.05
H 1.3832 0.8795 3.4483 0.06
H 2.0108 4.1088 4.3884 0.06
H 2.2520 3.6669 6.0643 0.09
C 0.8288 2.9625 -4.7003 -0.66
O 0.7781 2.1433 -3.7813 -0.02
N 0.2992 4.1886 -4.5677 0.17
N 1.2926 2.6864 -5.9643 0.16
H -0.2664 4.3686 -3.7420 0.05
H 0.2081 4.8049 -5.3525 0.10
H 1.6188 1.7349 -6.0762 0.07
H 1.4553 3.3450 -6.6984 0.09
C 1.9597 -1.3124 -5.1992 -0.66
O 2.5114 -0.2646 -5.5392 -0.01
N 0.9389 -1.4622 -4.3270 0.18
N 2.5365 -2.5024 -5.5652 0.15
H 0.4156 -0.6218 -4.1275 0.08
H 0.6615 -2.3815 -4.0432 0.09
H 3.4313 -2.5302 -6.0141 0.10
H 2.1149 -3.3608 -5.2604 0.09
C -4.5042 0.6115 1.1380 -0.64
O -3.4240 1.1416 1.4429 -0.01
N -4.7267 0.2318 -0.1466 0.17
N -5.4708 0.2385 2.0061 0.17
H -3.9610 0.3074 -0.7965 0.07
H -5.4161 -0.4866 -0.2862 0.10
H -5.5043 0.5434 2.9633 0.11
H -6.3716 0.1059 1.5751 0.10
C -1.8630 -3.9176 4.2867 -0.67
O -2.7989 -3.7433 3.5307 0.00
N -0.7372 -3.1422 4.3573 0.18
N -1.7676 -4.8161 5.3331 0.14
H 0.1015 -3.4229 4.8228 0.09
H -0.6983 -2.2985 3.8106 0.07
H -2.5803 -5.3723 5.5287 0.10
H -1.0049 -4.7447 5.9738 0.09
C -1.7089 -4.0442 0.0438 -0.68
O -1.5512 -4.3915 -1.1435 -0.02
N -2.5031 -3.0647 0.4766 0.19
N -1.0127 -4.6032 1.0433 0.18
H -2.8021 -2.9542 1.4320 0.09
H -2.8950 -2.5718 -0.3135 0.09
H -1.4769 -4.6633 1.9357 0.07
H -0.2409 -5.2071 0.8167 0.11
C 2.5195 -3.2599 -0.6023 -0.69
O 2.6014 -4.2671 0.0941 0.00
N 3.5689 -2.6697 -1.2459 0.17
N 1.4052 -2.4723 -0.6307 0.18
H 3.4479 -1.8636 -1.8343 0.06
H 4.3504 -3.2951 -1.3599 0.11
H 0.7281 -2.6549 0.0891 0.08
H 1.4294 -1.6321 -1.1805 0.07
C 0.1855 0.5763 0.0733 -0.63
O 0.9846 1.3111 0.6468 0.00
N -0.5552 -0.3863 0.6824 0.20
N -0.0695 0.6550 -1.2729 0.17
H -1.3365 -0.7123 0.1422 0.05
H -0.3921 -0.7270 1.6124 0.10
H -0.8136 0.0404 -1.6014 0.04
H 0.3435 1.4796 -1.6816 0.07
C -2.1652 4.2304 -1.6477 -0.65
O -1.5310 4.9197 -2.4548 -0.01
N -2.8731 4.7692 -0.6377 0.18
N -2.2992 2.8807 -1.8351 0.17
H -3.0154 5.7571 -0.5382 0.11
H -3.4160 4.2166 0.0021 0.10
H -1.5162 2.6184 -2.4232 0.07
H -2.6148 2.3428 -1.0452 0.08
C -2.1265 -1.2731 -2.9824 -0.64
O -2.2909 -0.7778 -1.8610 -0.03
N -2.1310 -0.5931 -4.1554 0.17
N -1.8611 -2.5693 -3.2682 0.17
H -2.0143 -1.1059 -5.0038 0.10
H -2.4914 0.3486 -4.1481 0.12
H -1.6882 -3.2308 -2.4936 0.06
H -1.7766 -2.9200 -4.2001 0.10
```

* E_HOMO: -7.72 eV
* HOMO-LUMO gap: 7.587 eV
* LUMO: -0.1 eV

=====

Which is most stable? The ranking, best first, is entry two, entry one.

=====

Entry one
Below is a gas-phase ion, C5H12N (charge +1), with properties calculated with wB97M-V/def2-TZVPD.

XYZ file:
```
18
Properties=species:S:1:pos:R:3:lowdin_charge:R:1
C -0.7284 1.8025 0.0503 -0.08
C -0.4057 0.6358 -0.8478 -0.25
C 0.6755 -0.1799 -0.3463 -0.18
C 0.7377 -1.5127 -0.2096 -0.14
C 2.0301 -2.1985 0.1221 -0.13
N -1.9468 1.2714 0.9606 0.18
H -1.3428 2.5928 -0.5154 0.15
H 0.0973 2.2718 0.5493 0.13
H -0.1140 1.0597 -1.8057 0.13
H -1.2372 -0.0551 -1.1029 0.14
H 1.6442 0.3603 -0.3952 0.13
H -0.0737 -2.3006 -0.1543 0.13
H 2.0263 -2.7001 1.1301 0.09
H 3.0036 -1.6044 0.0089 0.10
H 2.2809 -3.1200 -0.5083 0.10
H -1.5053 0.4872 1.5733 0.20
H -2.6486 0.8661 0.3164 0.16
H -2.3584 1.9592 1.5677 0.14
```

* E_HOMO: -13.07 eV
* SMILES: C/C=C/CC[NH3+]
* HOMO-LUMO gap: 9.353 eV
* net charge: +1
* LUMO: -3.7 eV

=====

Entry two
Below is 2 unconnected molecules or ions with the total composition C5H12N, with properties calculated with wB97M-V/def2-TZVPD.

XYZ file:
```
18
Properties=species:S:1:pos:R:3:lowdin_charge:R:1
C 1.3302 1.8972 0.6951 -0.03
C 0.6648 1.1736 -0.4165 -0.34
C -0.1357 1.6372 -1.3533 0.11
N 0.9136 -0.3069 -0.4173 0.22
H 1.0651 2.9517 0.6547 0.10
H 1.0368 1.4896 1.6711 0.10
H 2.4190 1.8345 0.6338 0.10
H -0.5733 0.9935 -2.1005 0.08
H -0.3502 2.6957 -1.3799 0.09
H 1.7372 -0.5632 0.1285 0.17
H 1.0831 -0.6370 -1.3681 0.17
H 0.0986 -0.8373 -0.0419 0.09
C -1.2298 -2.2866 1.0791 -0.06
C -1.8402 -1.8010 0.0064 -0.08
H -0.5801 -3.1519 1.0141 0.07
H -1.3964 -1.8651 2.0588 0.07
H -1.7092 -2.2552 -0.9645 0.07
H -2.5336 -0.9689 0.1005 0.07
```

* E_HOMO: -14.57 eV
* HOMO-LUMO gap: 11.263 eV
* net charge: +1
* LUMO: -3.3 eV

=====

Entry three
Below is a gas-phase ion, C5H12N (charge +1), with properties calculated with wB97M-V/def2-TZVPD.

XYZ file:
```
18
Properties=species:S:1:pos:R:3:lowdin_charge:R:1
C -0.4955 -1.7897 -1.0598 -0.02
C -0.3458 -0.2800 -0.7809 -0.28
N 1.1287 0.1032 -0.4361 0.10
C 1.0051 1.1477 0.6549 -0.11
C -0.1924 0.6943 1.4172 -0.16
C -1.2300 0.2952 0.3387 -0.11
H 0.3128 -2.0365 -1.7523 0.09
H -0.4523 -2.3944 -0.1546 0.10
H -1.4498 -1.9072 -1.5512 0.09
H -0.4811 0.2274 -1.7435 0.15
H 1.6572 -0.7544 -0.2674 0.18
H 1.5716 0.5145 -1.2554 0.18
H 0.7495 2.0666 0.0958 0.15
H 1.8981 1.2990 1.2439 0.14
H -0.6230 1.4591 2.0635 0.13
H 0.0466 -0.1480 2.0762 0.13
H -1.9733 -0.3782 0.7781 0.13
H -1.7706 1.1305 -0.0896 0.12
```

* E_HOMO: -16.03 eV
* SMILES: C[C@H]1CCC[NH2+]1
* HOMO-LUMO gap: 12.743 eV
* net charge: +1
* LUMO: -3.3 eV

=====

Which is most stable? The ranking, best first, is entry three, entry two, entry one.